The following is a quantum chemistry calculation of a 10-piece molecular cluster, C24H70N2O10 overall in a non-equilibrium geometry, from OMol25.

Last columns: bonded neighbours and bond lengths (Å).
Element x y z (Å)
1 C 7.171 4.978 2.101  C2 1.568, H4 1.090, H5 1.090, H6 1.090
2 C 7.933 4.189 0.982  C1 1.568, O3 1.411, H7 1.090, H8 1.090
3 O 8.735 5.174 0.368  C2 1.411, H9 0.960
4 H 6.565 5.717 1.576  C1 1.090
5 H 7.788 5.502 2.831  C1 1.090
6 H 6.529 4.437 2.796  C1 1.090
7 H 7.140 3.989 0.261  C2 1.090
8 H 8.294 3.179 1.179  C2 1.090
9 H 9.630 4.974 0.650  O3 0.960
10 C 9.747 -3.788 -0.151  C11 1.530, H13 1.090, H14 1.090, H15 1.090
11 C 8.396 -3.093 -0.337  C10 1.530, O12 1.419, H16 1.090, H17 1.090
12 O 8.222 -2.893 -1.731  C11 1.419, H18 0.960
13 H 10.602 -3.222 -0.520  C10 1.090
14 H 9.922 -4.754 -0.625  C10 1.090
15 H 9.917 -3.895 0.921  C10 1.090
16 H 8.301 -2.247 0.343  C11 1.090
17 H 7.723 -3.861 0.046  C11 1.090
18 H 7.420 -2.396 -1.911  O12 0.960
19 C -8.335 -1.346 3.077  C20 1.547, H22 1.090, H23 1.090, H24 1.090
20 C -7.538 -2.383 3.904  C19 1.547, O21 1.370, H25 1.090, H26 1.090
21 O -6.354 -1.772 4.226  C20 1.370, H27 0.960
22 H -8.442 -0.415 3.634  C19 1.090
23 H -9.317 -1.723 2.794  C19 1.090
24 H -7.706 -1.132 2.213  C19 1.090
25 H -7.290 -3.208 3.236  C20 1.090
26 H -8.059 -2.638 4.827  C20 1.090
27 H -5.738 -2.030 3.537  O21 0.960
28 C -5.215 -1.787 -4.313  C29 1.488, H31 1.090, H32 1.090, H33 1.090
29 C -5.755 -3.149 -4.052  C28 1.488, O30 1.388, H34 1.090, H35 1.090
30 O -4.884 -4.152 -3.651  C29 1.388, H36 0.960
31 H -4.688 -1.421 -3.432  C28 1.090
32 H -6.082 -1.242 -4.687  C28 1.090
33 H -4.519 -1.894 -5.145  C28 1.090
34 H -6.314 -3.533 -4.905  C29 1.090
35 H -6.460 -3.090 -3.223  C29 1.090
36 H -5.312 -5.007 -3.737  O30 0.960
37 C -4.833 -11.206 3.144  C38 1.593, H40 1.090, H41 1.090, H42 1.090
38 C -5.223 -10.409 1.821  C37 1.593, O39 1.395, H43 1.090, H44 1.090
39 O -5.696 -11.309 0.866  C38 1.395, H45 0.960
40 H -5.629 -11.459 3.845  C37 1.090
41 H -4.191 -10.593 3.776  C37 1.090
42 H -4.226 -12.087 2.936  C37 1.090
43 H -4.423 -9.822 1.369  C38 1.090
44 H -6.030 -9.699 2.004  C38 1.090
45 H -5.658 -10.947 -0.023  O39 0.960
46 C 0.035 7.863 -1.403  C47 1.458, H49 1.090, H50 1.090, H51 1.090
47 C 1.180 8.172 -2.252  C46 1.458, O48 1.466, H52 1.090, H53 1.090
48 O 0.646 8.618 -3.543  C47 1.466, H54 0.960
49 H -0.485 6.983 -1.782  C46 1.090
50 H -0.786 8.577 -1.454  C46 1.090
51 H 0.230 7.758 -0.336  C46 1.090
52 H 1.971 7.442 -2.423  C47 1.090
53 H 1.751 9.012 -1.855  C47 1.090
54 H 0.390 7.790 -3.956  O48 0.960
55 C 1.860 -9.581 -4.345  C56 1.606, H58 1.090, H59 1.090, H60 1.090
56 C 0.501 -8.742 -4.506  C55 1.606, O57 1.436, H61 1.090, H62 1.090
57 O -0.473 -9.603 -5.115  C56 1.436, H63 0.960
58 H 1.909 -10.257 -3.491  C55 1.090
59 H 2.620 -8.816 -4.184  C55 1.090
60 H 2.236 -9.948 -5.300  C55 1.090
61 H 0.628 -7.777 -4.997  C56 1.090
62 H 0.056 -8.455 -3.554  C56 1.090
63 H -1.350 -9.416 -4.772  O57 0.960
64 C -2.672 5.749 -7.641  C65 1.506, H67 1.090, H68 1.090, H69 1.090
65 C -1.649 4.753 -8.119  C64 1.506, O66 1.402, H70 1.090, H71 1.090
66 O -0.417 5.267 -7.693  C65 1.402, H72 0.960
67 H -2.458 6.686 -8.155  C64 1.090
68 H -2.566 5.839 -6.560  C64 1.090
69 H -3.579 5.349 -8.095  C64 1.090
70 H -1.708 4.632 -9.201  C65 1.090
71 H -1.834 3.813 -7.600  C65 1.090
72 H -0.233 6.074 -8.180  O66 0.960
73 C 0.547 4.560 7.842  C74 1.539, H79 1.090, H80 1.090, H81 1.090
74 C -0.460 5.481 7.131  C73 1.539, C75 1.584, N78 1.419, H82 1.090
75 C 0.188 6.660 6.293  C74 1.584, O76 1.389, H83 1.090, H84 1.090
76 O 0.901 7.650 6.956  C75 1.389, C77 1.362
77 C 1.624 8.457 6.130  O76 1.362, H85 1.090, H86 1.090, H87 1.090
78 N -1.293 4.657 6.329  C74 1.419, H88 1.010, H89 1.010
79 H 1.533 4.596 7.378  C73 1.090
80 H 0.340 3.494 7.752  C73 1.090
81 H 0.540 4.808 8.904  C73 1.090
82 H -1.080 6.027 7.842  C74 1.090
83 H -0.631 7.165 5.781  C75 1.090
84 H 0.834 6.273 5.505  C75 1.090
85 H 2.476 7.974 5.652  C77 1.090
86 H 1.948 9.261 6.791  C77 1.090
87 H 1.020 8.996 5.401  C77 1.090
88 H -1.832 4.057 6.937  N78 1.010
89 H -0.655 4.206 5.689  N78 1.010
90 C 0.998 -0.894 1.302  C91 1.603, H96 1.090, H97 1.090, H98 1.090
91 C 0.075 -1.187 0.024  C90 1.603, C92 1.521, N95 1.443, H99 1.090
92 C 0.911 -1.574 -1.186  C91 1.521, O93 1.463, H100 1.090, H101 1.090
93 O 2.059 -0.693 -1.396  C92 1.463, C94 1.502
94 C 1.637 0.723 -1.671  O93 1.502, H102 1.090, H103 1.090, H104 1.090
95 N -0.975 -2.108 0.384  C91 1.443, H105 1.010, H106 1.010
96 H 0.282 -0.537 2.042  C90 1.090
97 H 1.764 -0.139 1.122  C90 1.090
98 H 1.478 -1.853 1.499  C90 1.090
99 H -0.312 -0.189 -0.182  C91 1.090
100 H 0.383 -1.602 -2.140  C92 1.090
101 H 1.233 -2.597 -0.994  C92 1.090
102 H 0.650 0.826 -2.123  C94 1.090
103 H 2.287 1.117 -2.452  C94 1.090
104 H 1.589 1.493 -0.901  C94 1.090
105 H -0.528 -3.007 0.497  N95 1.010
106 H -1.457 -2.424 -0.445  N95 1.010

As for the multiplicity: 1. Its orbital gap is 9.25 eV. Its structure (SMILES) is COC[C@H](C)N.COC[C@H](C)N.CCO.CCO.CCO.CCO.CCO.CCO.CCO.CCO. As for the LUMO energy: 0.162 eV.

Here are the Löwdin charges for atoms 1 to 8, given in e: number 1, C, carries -0.091; number 2, C, carries -0.309; number 3, O, carries -0.077; number 4, H, carries 0.068; number 5, H, carries 0.062; number 6, H, carries 0.059; number 7, H, carries 0.096; number 8, H, carries 0.108

The following is a quantum chemistry calculation of a 2-piece molecular cluster, C3H8N4 overall in a non-equilibrium geometry, from OMol25.

Last columns: bonded neighbours and bond lengths (Å).
Element x y z (Å)
1 C -0.230 -1.436 0.145  C2 1.479, N6 1.270, H8 1.095
2 C -0.970 -1.203 -1.113  C1 1.479, H9 1.037, H10 1.121, H11 1.018
3 C 1.499 1.389 1.146  N7 1.427, H12 1.122, H13 1.005, H14 1.021
4 N 3.058 -0.335 -1.580  N5 1.133
5 N 2.483 0.175 -0.748  N4 1.133, N7 1.192
6 N -0.695 -1.073 1.270  C1 1.270, H15 0.996
7 N 1.648 0.506 0.035  C3 1.427, N5 1.192
8 H 0.787 -1.816 0.005  C1 1.095
9 H -1.313 -2.093 -1.520  C2 1.037
10 H -0.342 -0.905 -1.992  C2 1.121
11 H -1.754 -0.622 -0.823  C2 1.018
12 H 1.101 0.662 1.903  C3 1.122
13 H 2.353 1.877 1.353  C3 1.005
14 H 0.739 2.059 1.023  C3 1.021
15 H -1.441 -0.413 1.305  N6 0.996

As for the multiplicity: 1. Its orbital gap is 10.14 eV. As for the LUMO energy: 0.853 eV.

Here are the Löwdin charges for atoms 1 to 8, given in e: number 1, C, carries -0.320; number 2, C, carries -0.082; number 3, C, carries -0.058; number 4, N, carries 0.156; number 5, N, carries -0.242; number 6, N, carries 0.070; number 7, N, carries -0.017; number 8, H, carries 0.093